2 unconnected molecules or ions with the total composition C10H10N2O2 in a non-equilibrium geometry, computed with the ωB97M-V functional and the def2-TZVPD basis.

Each atom is followed by the atoms it is bonded to, with distances in Å.
Atoms and positions in Å:
1 O 1.469 2.447 -0.217  C2 1.237
2 C 1.791 1.286 0.064  O1 1.237, C3 1.374, N8 1.392
3 C 2.524 0.960 1.179  C2 1.374, C4 1.330, H9 1.129
4 C 2.991 -0.284 1.251  C3 1.330, N5 1.381, H10 1.098
5 N 2.866 -1.172 0.201  C4 1.381, C6 1.427, H11 0.997
6 C 1.950 -0.984 -0.878  N5 1.427, O7 1.278, N8 1.348
7 O 1.440 -1.967 -1.516  C6 1.278
8 N 1.530 0.296 -0.880  C2 1.392, C6 1.348, H12 0.978
9 H 2.717 1.721 1.990  C3 1.129
10 H 3.629 -0.805 1.977  C4 1.098
11 H 3.061 -2.105 0.492  N5 0.997
12 H 0.915 0.550 -1.597  N8 0.978
13 C -2.232 0.904 -0.570  C14 1.355, C18 1.476, H19 1.158
14 C -1.437 -0.012 0.034  C13 1.355, C15 1.451, H20 1.029
15 C -2.036 -1.069 0.827  C14 1.451, C16 1.416, H21 1.085
16 C -3.447 -1.038 0.945  C15 1.416, C17 1.437, H22 1.085
17 C -4.234 -0.104 0.188  C16 1.437, C18 1.349, H23 1.131
18 C -3.706 0.932 -0.495  C13 1.476, C17 1.349, H24 1.089
19 H -1.787 1.685 -1.299  C13 1.158
20 H -0.431 0.175 -0.070  C14 1.029
21 H -1.489 -1.891 1.277  C15 1.085
22 H -4.042 -1.672 1.594  C16 1.085
23 H -5.330 -0.378 0.231  C17 1.131
24 H -4.271 1.468 -1.256  C18 1.089

Values from the calculation:
HOMO-LUMO gap   9.4 eV
SMILES   O=c1cc[nH]c(=O)[nH]1.c1ccccc1
Molecular weight   190.2 g mol⁻¹
Charge   0
Maximum force   4.79 eV/Å
ΔE to the lowest compared entry with this formula, charge and spin   194.6 kJ/mol
HOMO level   -9.1134 eV

Atom charges from the natural (NBO) analysis, given in e for atoms 1 to 2: number 1, O, carries -0.58; number 2, C, carries 0.61